No. 1
{
  "formula": "C9H11N3S",
  "method": "ωB97M-V with the def2-TZVPD basis set",
  "fmax_ev_per_a": 5.008,
  "smiles": "C=C(SCC#N)n1nc(C)cc1C",
  "relative_energy_kcal_mol": 59.1,
  "gap_ev": 9.47,
  "total_charge": 0,
  "e_tot_ha": -911.87902,
  "elements": ["C", "C", "C", "C", "C", "C", "C", "C", "C", "N", "N", "N", "S", "H", "H", "H", "H", "H", "H", "H", "H", "H", "H", "H"],
  "positions_angstrom": [[2.011017, 1.885824, -1.153610], [-1.487841, 0.535861, 0.790274], [-1.419853, 0.487852, -0.581261], [-0.330674, -0.014166, 1.278944], [1.920514, -2.512111, 0.486914], [1.842631, -1.284418, 0.078156], [-2.459202, 0.883895, -1.554899], [0.244447, -0.058170, 2.626117], [2.373235, 0.568322, -1.608770], [1.672946, 2.910714, -0.814899], [-0.265944, -0.031395, -0.954428], [0.413327, -0.298015, 0.184532], [3.245879, -0.318584, -0.305632], [-2.367721, 0.841208, 1.343225], [2.870449, -2.989674, 0.201858], [1.101829, -3.149938, 0.584170], [-2.978202, 1.843910, -1.332413], [-1.866579, 1.127630, -2.536230], [-3.061414, -0.005577, -1.804349], [1.241802, 0.499925, 2.741798], [-0.194683, 0.463652, 3.501801], [0.535994, -1.060558, 2.919844], [3.150471, 0.712099, -2.439136], [1.504114, 0.024401, -1.975094]],
  "atomic_forces_ev_per_a": [[-0.076, -1.481, -0.645], [-1.109, -0.086, 1.552], [0.340, -0.073, -0.306], [0.295, 0.968, 0.169], [1.047, -1.066, -1.581], [-2.655, 4.116, 1.044], [1.476, 0.769, -2.771], [2.549, 0.895, 2.098], [2.427, 0.681, -1.802], [-0.513, 2.068, 0.712], [0.283, -0.573, -0.511], [2.585, -2.773, -0.628], [-0.569, -0.301, -0.027], [0.361, 0.156, 0.166], [-0.355, 0.112, 0.649], [-1.316, -0.716, 0.872], [-0.015, -1.126, 0.190], [-1.157, -0.482, 1.548], [-0.348, 0.762, 0.225], [-0.954, -0.692, -1.084], [-1.007, -0.644, -0.968], [-0.280, -0.325, 0.195], [-1.184, -0.276, 0.919], [0.174, 0.087, -0.017]],
  "mulliken_charge": [0.28, -0.83, 0.59, 0.55, -0.76, 0.19, -1.06, -1.28, -0.46, -0.43, -0.81, 0.60, -0.11, 0.36, 0.30, 0.36, 0.33, 0.28, 0.23, 0.26, 0.34, 0.29, 0.38, 0.39]
}


No. 2
{
  "formula": "C5H8O2",
  "method": "ωB97M-V with the def2-TZVPD basis set",
  "fmax_ev_per_a": 0.633,
  "smiles": "O=C1C[C@@H]2C[C@H]12.O",
  "relative_energy_kcal_mol": 50.3,
  "gap_ev": 10.52,
  "total_charge": 0,
  "e_tot_ha": -345.72485,
  "elements": ["O", "C", "C", "C", "C", "O", "C", "H", "H", "H", "H", "H", "H", "H", "H"],
  "positions_angstrom": [[-1.886392, 1.275959, 1.865890], [-0.937448, -0.129536, -0.273330], [0.134335, -1.024604, -0.710650], [0.345238, -0.207942, 0.579384], [1.510839, 0.447258, -0.110953], [2.478020, 1.040128, 0.288481], [1.186553, -0.211074, -1.460861], [-2.049100, 0.379676, 2.186342], [-1.837139, -0.593207, 0.123789], [-1.160281, 0.780569, -0.830136], [0.022132, -2.100131, -0.710605], [-0.985222, 1.209398, 1.522955], [0.382069, -0.552030, 1.612865], [0.776365, 0.466944, -2.214959], [2.020035, -0.781405, -1.868218]],
  "atomic_forces_ev_per_a": [[-0.038, 0.026, 0.412], [-0.012, -0.030, -0.150], [-0.025, -0.327, -0.241], [0.121, -0.076, 0.200], [0.159, 0.163, 0.066], [-0.556, -0.283, -0.108], [0.116, 0.016, -0.248], [-0.106, 0.260, 0.063], [0.372, 0.076, 0.177], [0.177, -0.164, 0.108], [0.074, 0.084, -0.181], [-0.274, 0.241, 0.139], [-0.184, 0.053, -0.265], [0.103, -0.169, -0.029], [0.073, 0.129, 0.057]],
  "mulliken_charge": [-0.67, -0.82, -0.16, -0.44, 0.47, -0.57, -0.61, 0.32, 0.40, 0.30, 0.38, 0.35, 0.52, 0.25, 0.28]
}


No. 3
{
  "formula": "C12H19ClINO2PV",
  "method": "ωB97M-V with the def2-TZVPD basis set",
  "fmax_ev_per_a": 6.572,
  "multiplicity": 2,
  "gap_ev": [6.07, 5.07],
  "total_charge": 3,
  "e_tot_ha": -2715.93648,
  "elements": ["C", "C", "H", "H", "H", "O", "I", "V", "P", "C", "C", "H", "H", "H", "C", "H", "H", "H", "H", "H", "H", "C", "O", "Cl", "C", "C", "C", "C", "N", "C", "C", "H", "H", "H", "H", "H", "H", "H"],
  "positions_angstrom": [[-0.762851, -2.632822, -0.890096], [0.452002, -1.807472, -0.626555], [-0.465393, -3.649943, -1.183272], [-1.387667, -2.198756, -1.688441], [-1.360586, -2.707667, 0.034864], [1.567735, -2.206160, -0.502621], [0.905230, 2.651621, 0.494508], [-0.616531, 0.223111, 0.082128], [-0.014039, 0.700158, -2.202705], [1.661781, 1.166947, -2.760281], [-0.499577, -0.512116, -3.464961], [-1.998992, 2.090188, -2.226711], [-1.051540, 2.258573, -3.739232], [-0.513514, 3.089201, -2.248537], [-0.987502, 2.185343, -2.643658], [-1.539636, -0.814108, -3.301280], [-0.413308, -0.043279, -4.454857], [1.619105, 1.460845, -3.819996], [2.348214, 0.318960, -2.657228], [0.148072, -1.395086, -3.428495], [2.057805, 2.008282, -2.178201], [1.337074, 0.205189, 0.108595], [2.513229, 0.122031, 0.155373], [-2.807253, 0.296980, -0.015017], [-0.321055, -1.505484, 6.284289], [-0.223118, -1.216933, 4.802702], [0.754352, -0.356010, 4.300943], [0.777881, -0.066889, 2.943608], [-0.174576, -0.502794, 2.096507], [-1.074769, -1.394212, 2.550504], [-1.110455, -1.789378, 3.884480], [0.622688, -1.925941, 6.655792], [-0.516626, -0.588236, 6.859292], [-1.125329, -2.219096, 6.479197], [1.496150, 0.122553, 4.942246], [1.565708, 0.576838, 2.546328], [-1.804879, -1.763078, 1.821405], [-1.876327, -2.501958, 4.191082]],
  "atomic_forces_ev_per_a": [[-1.291, 0.142, -0.395], [3.505, -3.794, 0.641], [0.267, 0.285, 0.096], [0.158, -0.162, 0.478], [0.193, 0.083, -0.331], [-3.440, 2.069, -0.608], [-1.039, 0.288, 0.325], [-1.212, 0.912, 2.611], [0.562, 1.297, -2.964], [0.404, -0.275, 0.683], [-0.371, -0.683, 0.465], [0.170, 0.207, -0.255], [0.137, -0.174, 0.246], [-0.101, -0.154, -0.110], [-0.547, 0.017, 0.656], [0.105, 0.040, -0.227], [0.064, 0.057, 0.308], [-0.235, -0.116, 0.293], [-0.025, 0.129, -0.109], [-0.082, 0.121, -0.112], [-0.068, -0.151, -0.229], [6.540, -0.647, 0.050], [-5.023, 0.361, -0.197], [1.600, -0.241, -0.329], [-0.086, -0.154, -0.402], [-0.151, -0.148, 0.988], [0.261, 0.370, -0.932], [0.486, 0.504, 0.919], [0.251, 0.329, -1.594], [-0.756, -0.539, 0.596], [-0.261, 0.121, -0.876], [-0.144, 0.105, -0.105], [0.076, -0.155, -0.262], [0.161, 0.132, 0.049], [-0.177, -0.276, -0.126], [-0.330, -0.204, 0.230], [0.172, 0.114, 0.550], [0.225, 0.191, -0.019]],
  "mulliken_charge": [-0.75, 0.80, 0.35, 0.20, 0.22, -0.26, 0.58, 0.33, 1.04, -1.19, -1.46, 0.38, 0.45, 0.40, -1.06, 0.44, 0.52, 0.46, 0.41, 0.42, 0.38, 0.02, -0.19, -0.23, -1.31, 0.94, -0.90, -0.01, 0.33, -0.08, -1.11, 0.38, 0.37, 0.37, 0.47, 0.46, 0.44, 0.40]
}


No. 4
{
  "formula": "C27H52NO13",
  "method": "ωB97M-V with the def2-TZVPD basis set",
  "fmax_ev_per_a": 2.099,
  "gap_ev": 9.33,
  "total_charge": 1,
  "e_tot_ha": -2092.57817,
  "elements": ["C", "C", "C", "C", "N", "C", "C", "O", "C", "O", "C", "O", "C", "C", "O", "C", "C", "C", "O", "C", "C", "O", "C", "C", "O", "C", "C", "H", "H", "H", "H", "H", "H", "H", "H", "H", "H", "H", "H", "H", "H", "H", "H", "H", "H", "H", "H", "H", "H", "H", "H", "H", "H", "H", "H", "H", "H", "H", "H", "H", "H", "H", "H", "H", "H", "H", "H", "C", "C", "C", "O", "C", "O", "O", "H", "H", "H", "H", "H", "H", "C", "C", "C", "O", "C", "O", "O", "H", "H", "H", "H", "H", "H"],
  "positions_angstrom": [[5.004133, 0.199634, 4.008157], [3.911594, 0.828335, 3.152749], [4.135579, 0.533216, 1.660991], [2.892467, 0.171230, 0.847278], [2.287362, 1.272979, -0.025477], [2.977305, 1.259883, -1.357049], [2.355822, 2.131624, -2.443891], [3.115250, 1.910780, -3.621005], [4.150139, 2.743779, -3.867553], [4.893512, 2.579186, -4.746241], [2.407104, 2.625969, 0.611761], [1.829528, 2.492018, 1.850614], [1.354297, 3.695019, 2.475546], [-0.085575, 3.941817, 2.102637], [-0.844876, 2.953182, 2.739512], [-2.202383, 3.299054, 2.995356], [-2.930815, 2.040124, 3.403535], [0.812191, 0.968097, -0.227099], [0.799258, -0.177983, -1.001258], [-0.359762, -1.018011, -0.862238], [-1.538946, -0.564322, -1.725665], [-2.698006, -0.512286, -0.923964], [-3.855234, -0.213675, -1.711191], [-5.105365, -0.662898, -0.967527], [-5.970592, 0.439305, -0.803725], [-7.137518, 0.119235, -0.064644], [-8.157645, 1.218486, -0.263324], [5.991650, 0.606655, 3.781904], [4.987073, -0.874855, 3.845060], [4.807245, 0.375458, 5.067186], [2.946871, 0.404527, 3.452290], [3.832056, 1.901359, 3.341051], [4.713961, 1.331851, 1.187964], [4.773152, -0.352823, 1.599156], [2.099271, -0.173294, 1.509218], [3.115395, -0.644464, 0.164740], [4.012866, 1.563639, -1.181328], [2.992216, 0.231139, -1.705099], [2.331779, 3.195785, -2.190295], [1.340085, 1.813229, -2.673695], [4.200596, 3.588055, -3.157185], [1.892872, 3.342897, -0.038921], [3.465975, 2.897496, 0.656479], [1.422999, 3.492234, 3.542322], [1.991373, 4.547784, 2.222681], [-0.212167, 3.859000, 1.009242], [-0.388952, 4.957239, 2.384265], [-2.650407, 3.749033, 2.100419], [-2.231466, 4.044644, 3.798595], [-4.004376, 2.176167, 3.294608], [-2.725703, 1.794902, 4.448152], [-2.613919, 1.201124, 2.783184], [0.370377, 1.836210, -0.729755], [0.343257, 0.850157, 0.749753], [-0.022658, -2.009549, -1.159248], [-0.676976, -1.070585, 0.183957], [-1.323334, 0.416639, -2.178195], [-1.705905, -1.265833, -2.544924], [-3.925602, 0.867801, -1.877474], [-3.763220, -0.716853, -2.677458], [-4.803235, -1.069219, 0.007280], [-5.624963, -1.458831, -1.513431], [-6.876448, 0.019174, 0.998601], [-7.538728, -0.842191, -0.407509], [-9.074083, 0.975965, 0.276789], [-7.778565, 2.173045, 0.105135], [-8.401305, 1.321309, -1.320903], [0.423018, -1.706446, -7.787940], [0.155321, -2.004549, -6.338587], [0.105139, -3.470416, -5.950834], [-0.804464, -3.457961, -4.837757], [-1.626323, -2.397661, -4.988002], [-2.612400, -2.211237, -4.343858], [-1.175356, -1.581810, -5.959094], [0.330607, -0.639460, -7.983448], [1.433354, -2.019999, -8.050273], [-0.288868, -2.231240, -8.425238], [0.857870, -1.468511, -5.693228], [1.059366, -3.885198, -5.640087], [-0.327858, -4.085341, -6.742181], [0.249353, -5.408142, 4.479974], [0.939417, -4.082182, 4.644655], [0.820760, -3.116528, 3.480539], [2.041147, -2.364494, 3.578613], [2.961862, -3.150460, 4.206106], [4.117920, -2.889441, 4.291213], [2.372236, -4.248746, 4.705057], [0.485234, -6.066166, 5.314282], [-0.830479, -5.262990, 4.448593], [0.570289, -5.897963, 3.560116], [0.632455, -3.594246, 5.573607], [-0.031058, -2.444558, 3.543589], [0.813579, -3.644057, 2.523291]],
  "atomic_forces_ev_per_a": [[-0.161, 0.168, 0.058], [-0.189, 0.059, 0.075], [0.110, -0.113, -0.025], [0.044, -0.131, 0.243], [-0.221, 0.091, -0.072], [0.415, 0.128, -0.021], [-0.081, 0.029, -0.026], [-0.381, -0.380, 0.063], [-0.920, 0.661, 1.473], [1.297, -0.360, -1.611], [-0.176, 0.000, -0.006], [-0.018, -0.011, 0.071], [0.060, 0.043, -0.127], [-0.061, -0.029, -0.103], [-0.022, -0.177, 0.065], [0.022, 0.058, -0.094], [-0.012, 0.005, 0.228], [0.135, -0.165, -0.222], [-0.215, -0.009, 0.181], [-0.196, -0.082, -0.077], [-0.011, -0.031, 0.093], [0.097, 0.037, -0.024], [-0.112, -0.020, 0.018], [0.030, -0.009, 0.143], [0.045, 0.076, -0.074], [0.033, 0.081, -0.003], [0.006, -0.053, 0.030], [-0.013, -0.054, -0.062], [0.251, -0.010, 0.085], [0.046, 0.002, -0.032], [0.075, 0.008, -0.025], [0.061, -0.027, -0.073], [0.040, -0.086, -0.058], [0.007, 0.050, -0.007], [0.029, 0.110, 0.029], [-0.103, 0.086, -0.081], [-0.062, 0.010, 0.050], [-0.077, 0.066, -0.005], [0.090, -0.022, 0.008], [0.047, -0.008, -0.013], [-0.046, 0.054, 0.079], [-0.077, -0.046, 0.069], [0.022, -0.096, 0.003], [0.015, 0.125, 0.010], [0.044, -0.066, -0.031], [0.005, 0.144, 0.027], [0.038, -0.047, 0.140], [0.038, -0.091, -0.011], [-0.052, 0.047, -0.081], [-0.069, -0.032, 0.006], [0.026, -0.035, -0.111], [-0.082, 0.054, -0.070], [0.012, -0.018, -0.004], [0.083, -0.031, 0.067], [0.051, 0.052, -0.012], [0.026, 0.133, 0.002], [0.055, 0.023, 0.077], [0.071, 0.057, -0.001], [0.040, -0.046, -0.023], [-0.047, 0.032, 0.037], [0.009, 0.016, -0.014], [0.028, -0.015, -0.003], [-0.030, -0.080, -0.048], [-0.011, -0.003, 0.011], [0.023, 0.036, 0.010], [-0.011, -0.041, -0.034], [0.020, 0.020, 0.022], [-0.157, 0.007, -0.047], [0.022, -0.050, 0.009], [-0.024, 0.002, -0.024], [0.055, -0.050, -0.013], [-0.116, -0.038, -0.113], [0.095, -0.019, -0.036], [0.054, 0.084, 0.035], [0.044, 0.006, 0.024], [0.009, -0.005, -0.004], [0.018, -0.028, 0.004], [-0.001, 0.020, -0.006], [-0.019, 0.016, 0.088], [0.029, 0.004, -0.033], [0.129, -0.078, -0.059], [-0.049, 0.037, -0.018], [0.017, -0.006, -0.011], [-0.040, -0.018, -0.095], [0.022, -0.021, 0.047], [-0.113, -0.062, -0.096], [-0.010, -0.019, 0.092], [-0.031, 0.026, 0.028], [-0.011, 0.000, 0.000], [-0.020, 0.020, -0.014], [0.006, -0.002, 0.010], [0.046, 0.059, 0.047], [-0.044, -0.021, -0.001]],
  "mulliken_charge": [-1.49, 0.06, -1.03, -0.64, 0.71, -0.58, -0.44, -0.43, 0.26, -0.38, -1.18, -0.18, -0.81, -0.50, -0.17, -0.39, -1.12, -1.27, -0.28, -0.75, 0.43, -0.32, -0.22, -0.64, -0.27, -0.19, -1.22, 0.37, 0.32, 0.39, 0.21, 0.26, 0.34, 0.47, 0.44, 0.49, 0.69, 0.33, 0.44, 0.02, 0.31, 0.60, 0.53, 0.33, 0.49, 0.21, 0.53, 0.34, 0.32, 0.39, 0.31, 0.23, 0.56, 0.74, 0.39, 0.31, 0.32, -0.22, 0.30, 0.16, 0.29, 0.35, 0.28, 0.29, 0.39, 0.29, 0.31, -1.47, 0.58, -0.47, -0.32, 0.68, -0.61, -0.35, 0.36, 0.39, 0.35, 0.19, 0.31, 0.31, -1.48, 0.47, -0.56, -0.10, 0.48, -0.52, -0.37, 0.37, 0.39, 0.36, 0.27, 0.34, 0.29]
}


Q: Which formula does entry 4 have?
A: C27H52NO13